# 1
37
Properties=species:S:1:pos:R:3 method="wB97M-V/def2-TZVPD" total_energy_ha=-4899.546678 gap_ev=8.14 de_lowest_ev=0.0000 total_charge=-1
O 1.206 -1.858 2.189
S 0.822 -1.874 0.793
O 1.883 -2.228 -0.127
C 0.110 -0.366 0.365
Al -1.584 -0.514 -0.773
O -2.770 0.528 0.086
C -3.071 -0.231 1.217
C -3.026 -1.767 0.882
O -2.564 -1.974 -0.438
H -0.182 -2.769 0.645
H -0.086 0.133 1.315
H 0.848 0.224 -0.179
H -1.229 -0.171 -2.287
H -2.354 -0.094 2.047
H -4.033 0.066 1.642
H -2.341 -2.306 1.554
H -4.019 -2.198 1.056
C 4.595 -1.077 -1.665
Cl 4.047 -1.250 -3.338
Cl 5.457 0.455 -1.425
H 3.733 -1.106 -1.008
H 5.269 -1.893 -1.435
C 5.224 1.704 -5.440
Cl 3.878 2.143 -6.499
Cl 6.195 3.115 -4.992
H 4.825 1.255 -4.539
H 5.859 1.001 -5.963
C 1.378 1.551 4.142
Cl 2.422 2.630 3.201
Cl -0.153 1.230 3.333
H 1.892 0.607 4.275
H 1.175 2.021 5.097
C -6.707 1.098 1.141
Cl -6.911 -0.653 1.020
Cl -6.169 1.594 2.750
H -5.957 1.408 0.422
H -7.662 1.568 0.938

# 2
16
Properties=species:S:1:pos:R:3 method="wB97M-V/def2-TZVPD" total_energy_ha=-739.966914 gap_ev="8.32 / 6.09" de_lowest_ev=5.3090 total_charge=0
C -2.424 -0.190 -0.741
C -0.260 1.170 1.201
C 0.766 0.320 0.569
C 0.947 0.685 -0.902
N 0.511 -1.018 0.916
N 0.316 -1.957 0.058
O -1.929 -1.206 -1.190
S -2.182 1.125 0.145
H -0.573 0.643 2.049
H -0.086 2.174 1.249
H 1.745 0.324 1.123
H 1.926 0.367 -1.274
H 0.949 1.787 -0.919
H 0.019 0.351 -1.516
H -0.164 -2.843 0.282
H 0.440 -1.733 -1.049

# 3
19
Properties=species:S:1:pos:R:3 method="wB97M-V/def2-TZVPD" total_energy_ha=-737.285879 gap_ev=8.86 smiles=C[C@@]1(I)COc2ncccc21 de_lowest_ev=0.2535 total_charge=0
C -1.439 -1.878 -1.529
C -0.393 -1.021 -1.313
C -1.928 -2.574 -0.383
C 0.010 -0.724 -0.019
C -0.724 -1.279 1.005
C 0.759 0.013 2.149
C 1.097 0.241 0.511
C 1.018 1.722 0.281
N -1.607 -2.236 0.796
O -0.304 -0.926 2.242
I 3.085 -0.523 -0.207
H -1.725 -2.050 -2.589
H 0.215 -0.939 -2.199
H -2.660 -3.375 -0.499
H 1.487 -0.194 2.920
H 0.295 0.968 2.335
H 1.377 2.250 1.159
H -0.039 1.931 0.130
H 1.736 2.031 -0.607

# 4
38
Properties=species:S:1:pos:R:3 method="wB97M-V/def2-TZVPD" total_energy_ha=-2255.129119 spin_multiplicity=5 gap_ev="6.35 / 6.01" de_lowest_ev=1.1462 total_charge=0
C -3.159 1.956 1.644
O -1.812 2.448 1.620
C -0.740 1.579 1.758
C -0.055 1.144 0.588
C 0.620 -0.161 0.762
C 1.628 0.137 1.822
C 1.103 0.670 3.022
C -0.131 1.332 3.005
Fe 1.395 2.141 1.549
C 2.475 2.138 0.175
O 3.162 2.442 -0.713
C 2.676 2.910 2.551
O 3.444 3.669 2.981
C 0.744 3.808 1.153
O 0.475 4.887 0.830
H -3.774 2.832 1.440
H -3.314 1.192 0.867
H -3.392 1.549 2.639
H -0.461 1.416 -0.383
H -0.104 -0.929 1.108
H 1.003 -0.579 -0.177
H 2.615 -0.338 1.796
H 1.662 0.596 3.960
H -0.560 1.782 3.903
C 2.118 -2.635 -2.090
C 0.661 -2.566 -2.210
N -0.014 -3.107 -3.266
C -1.333 -2.871 -3.037
C -2.397 -3.282 -3.984
C -1.441 -2.170 -1.789
N -0.189 -1.978 -1.307
H 2.451 -2.238 -1.126
H 2.444 -3.677 -2.178
H 2.590 -2.060 -2.896
H -3.388 -3.033 -3.585
H -2.279 -2.774 -4.953
H -2.358 -4.366 -4.169
H -2.363 -1.866 -1.305